Computed, not measured: a 8-piece molecular cluster, C29H61N3O8 overall, with ωB97M-V with the def2-TZVPD basis set.

Geometry as ORCA input:
```
! wB97M-V def2-TZVPD RIJCOSX def2/J DEFGRID3
* xyz 0 1
C 1.76155 -6.94110 1.71117
O 0.98722 -6.01585 1.70948
N 2.87654 -6.99759 0.91792
C 3.78008 -8.20664 0.89998
C 3.08303 -6.04110 -0.11641
H 1.90416 -7.67951 2.51529
H 3.60295 -8.97415 1.65342
H 4.77316 -7.77526 1.02569
H 3.87308 -8.77879 -0.02311
H 3.43179 -5.13766 0.38387
H 3.86482 -6.37810 -0.79711
H 2.18496 -5.67037 -0.61051
C -5.16307 6.57579 1.10522
O -5.42338 7.40249 1.98689
N -6.05495 6.09767 0.13475
C -5.68619 4.80600 -0.56941
C -7.46360 6.62946 0.17468
H -4.24093 6.00594 0.91254
H -5.87536 3.96523 0.09799
H -4.65764 4.80591 -0.93021
H -6.28707 4.62265 -1.46015
H -7.82623 6.69200 -0.85133
H -8.10713 5.88776 0.64781
H -7.47490 7.51524 0.80980
C -1.67153 0.58095 -0.32804
O -1.77045 1.74619 0.16195
N -0.61106 -0.23207 -0.23024
C -0.86260 -1.65604 -0.47601
C 0.62087 0.11600 0.46528
H -2.55155 0.00116 -0.64678
H -0.51500 -2.16581 0.42255
H -0.15235 -2.02104 -1.21791
H -1.87865 -1.87130 -0.80679
H 0.50690 1.14163 0.81631
H 0.74838 -0.52829 1.33519
H 1.42822 -0.05119 -0.24769
C 1.51400 -3.78534 6.08361
C 1.28085 -3.25505 7.46114
C 0.97874 -1.75015 7.14252
O 1.38457 -1.56233 5.78925
C 1.01504 -2.72501 5.13149
H 1.12553 -4.79740 5.96984
H 2.53951 -4.08868 5.87286
H 2.23360 -3.24670 7.99057
H 0.49162 -3.51815 8.16540
H 1.61202 -1.11183 7.75864
H -0.07657 -1.48256 7.19537
H 1.44976 -2.90533 4.14833
H -0.04918 -2.81719 4.91463
C -2.09408 3.00877 -5.00643
C -3.13130 3.39345 -6.00320
C -2.83621 2.59111 -7.26252
O -2.01128 1.61198 -6.85230
C -1.25395 1.99287 -5.73210
H -2.68969 2.38211 -4.34262
H -1.48986 3.69075 -4.40815
H -2.91913 4.44892 -6.17366
H -4.19324 3.21585 -5.83338
H -2.48500 3.22997 -8.07285
H -3.68921 2.17456 -7.79820
H -0.26058 2.41901 -5.87250
H -1.02458 1.15545 -5.07315
C 4.01199 4.41313 1.19639
C 3.48775 4.40290 2.61832
C 2.13347 5.05194 2.58341
O 1.92677 5.56092 1.22005
C 2.83708 4.79543 0.35887
H 4.54855 3.51193 0.89966
H 4.76897 5.19548 1.14163
H 4.13806 4.95813 3.29427
H 3.49100 3.37768 2.98849
H 2.07433 5.92591 3.23208
H 1.40015 4.30858 2.89606
H 3.09115 5.32364 -0.56011
H 2.38918 3.89252 -0.05613
C 5.70963 -0.70208 2.31608
C 6.99847 -0.32098 1.57187
C 7.80038 0.37294 2.67794
O 7.30772 0.02689 3.89815
C 5.96425 -0.47934 3.85599
H 5.37721 -1.64911 1.89099
H 4.94399 0.03298 2.06790
H 6.86870 0.35407 0.72595
H 7.48327 -1.22770 1.21002
H 7.82180 1.44676 2.49207
H 8.86737 0.23370 2.50407
H 5.21636 0.13528 4.35698
H 6.13978 -1.48225 4.24516
C -5.39300 -3.78754 -6.03096
C -5.72551 -2.27903 -6.26995
C -5.44208 -1.70530 -4.84543
O -4.25653 -2.37420 -4.43751
C -4.20528 -3.71162 -5.06385
H -5.22066 -4.42747 -6.89634
H -6.18353 -4.22020 -5.41779
H -6.73842 -1.99424 -6.55451
H -5.05399 -1.79402 -6.97842
H -6.25935 -2.04103 -4.20711
H -5.32376 -0.62595 -4.75002
H -4.34776 -4.57120 -4.40893
H -3.22292 -3.66690 -5.53401
*
```

Energy relative to the best compared isomer or geometry (same formula, charge and spin): 289.5 kJ/mol

Atomic partial charges in e from the Löwdin method, atoms 1 to 99: atom 1 (C): -0.35, atom 2 (O): 0.02, atom 3 (N): -0.19, atom 4 (C): -0.04, atom 5 (C): -0.07, atom 6 (H): 0.13, atom 7 (H): 0.08, atom 8 (H): 0.08, atom 9 (H): 0.08, atom 10 (H): 0.09, atom 11 (H): 0.09, atom 12 (H): 0.09, atom 13 (C): -0.31, atom 14 (O): -0.01, atom 15 (N): -0.18, atom 16 (C): -0.05, atom 17 (C): -0.04, atom 18 (H): 0.13, atom 19 (H): 0.08, atom 20 (H): 0.08, atom 21 (H): 0.07, atom 22 (H): 0.08, atom 23 (H): 0.08, atom 24 (H): 0.08, atom 25 (C): -0.31, atom 26 (O): -0.05, atom 27 (N): -0.20, atom 28 (C): -0.05, atom 29 (C): -0.03, atom 30 (H): 0.12, atom 31 (H): 0.08, atom 32 (H): 0.08, atom 33 (H): 0.09, atom 34 (H): 0.08, atom 35 (H): 0.08, atom 36 (H): 0.09, atom 37 (C): -0.20, atom 38 (C): -0.15, atom 39 (C): -0.18, atom 40 (O): -0.13, atom 41 (C): -0.24, atom 42 (H): 0.11, atom 43 (H): 0.11, atom 44 (H): 0.10, atom 45 (H): 0.11, atom 46 (H): 0.12, atom 47 (H): 0.12, atom 48 (H): 0.12, atom 49 (H): 0.12, atom 50 (C): -0.17, atom 51 (C): -0.17, atom 52 (C): -0.27, atom 53 (O): -0.09, atom 54 (C): -0.21, atom 55 (H): 0.11, atom 56 (H): 0.12, atom 57 (H): 0.11, atom 58 (H): 0.11, atom 59 (H): 0.11, atom 60 (H): 0.12, atom 61 (H): 0.11, atom 62 (H): 0.12, atom 63 (C): -0.19, atom 64 (C): -0.19, atom 65 (C): -0.18, atom 66 (O): -0.13, atom 67 (C): -0.20, atom 68 (H): 0.11, atom 69 (H): 0.11, atom 70 (H): 0.11, atom 71 (H): 0.10, atom 72 (H): 0.12, atom 73 (H): 0.11, atom 74 (H): 0.12, atom 75 (H): 0.11, atom 76 (C): -0.15, atom 77 (C): -0.16, atom 78 (C): -0.28, atom 79 (O): -0.13, atom 80 (C): -0.14, atom 81 (H): 0.10, atom 82 (H): 0.09, atom 83 (H): 0.11, atom 84 (H): 0.10, atom 85 (H): 0.11, atom 86 (H): 0.11, atom 87 (H): 0.12, atom 88 (H): 0.11, atom 89 (C): -0.16, atom 90 (C): -0.15, atom 91 (C): -0.22, atom 92 (O): -0.17, atom 93 (C): -0.17, atom 94 (H): 0.11, atom 95 (H): 0.10, atom 96 (H): 0.10, atom 97 (H): 0.10, atom 98 (H): 0.11, atom 99 (H): 0.12

Computed, not measured: a 4-piece molecular cluster, C30H54IN4O10Si2 overall, with ωB97M-V with the def2-TZVPD basis set.

Geometry as ORCA input:
```
! wB97M-V def2-TZVPD RIJCOSX def2/J DEFGRID3
* xyz 1 1
C -0.50143 2.30944 3.57916
Si -2.22243 1.55353 3.68106
C -3.43831 2.97187 3.56701
C -2.49719 0.68483 5.31344
O -2.52850 0.58576 2.33870
C -2.01880 -0.73015 2.32896
C -0.89963 -0.96787 1.30069
C 0.38105 -0.22336 1.54590
C 1.32251 -0.69867 2.46884
C 1.18824 -2.02944 3.14670
C 1.72520 -3.14308 2.25910
N 1.24749 -4.30057 2.20287
C 2.49511 0.07064 2.70466
Si 3.85270 -0.40329 3.99002
C 4.78476 -1.92898 3.44983
C 5.08273 1.01012 4.01680
C 3.11448 -0.58164 5.72051
N 2.72204 1.18882 2.05549
N 1.83965 1.56935 1.14542
I 2.37443 3.37403 0.27394
C 0.70239 0.95416 0.82761
C -0.16023 1.45390 -0.26972
C 0.41488 1.19856 -1.69221
C 1.18131 -0.11137 -1.87146
C 0.26027 -1.30309 -2.09215
N -0.27369 -1.23802 -3.45238
H -0.43440 3.13927 4.27724
H 0.29444 1.60376 3.80015
H -0.39405 2.72782 2.57952
H -4.30449 2.70565 4.17072
H -3.79521 3.13582 2.55495
H -3.02373 3.88686 3.97718
H -3.13365 -0.19235 5.23225
H -2.91385 1.36718 6.04560
H -1.54379 0.34014 5.71947
H -1.70053 -1.06268 3.31824
H -2.82937 -1.39373 2.03334
H -0.67621 -2.03091 1.32046
H -1.31505 -0.77151 0.32432
H 0.15010 -2.26382 3.32067
H 1.67685 -2.05589 4.11463
H 2.57037 -2.91844 1.61653
H 0.45758 -4.42036 2.83711
H 5.58394 -2.05223 4.18081
H 4.21100 -2.85045 3.46491
H 5.26790 -1.78496 2.48853
H 4.63442 1.97278 3.79668
H 5.55618 1.05782 4.99370
H 5.88010 0.81164 3.30457
H 3.24527 -1.59794 6.08095
H 3.61614 0.11619 6.37840
H 2.05246 -0.34618 5.71563
H -0.28784 2.53082 -0.16010
H -1.15130 1.03314 -0.21513
H -0.41646 1.22356 -2.39102
H 1.06457 2.02016 -1.97524
H 1.90545 -0.31204 -1.08111
H 1.76740 -0.01566 -2.78425
H -0.58596 -1.29816 -1.41230
H 0.84408 -2.21554 -1.97175
H -0.81567 -2.07301 -3.61968
H 0.48017 -1.21523 -4.12393
C -3.57958 2.62782 -0.35241
C -4.50803 3.65243 -0.94496
C -3.85533 4.66082 -1.86401
O -4.67986 5.81938 -1.68197
C -5.24846 5.74112 -0.45357
O -5.83302 6.62145 0.08099
O -5.04372 4.50911 0.08062
H -4.14482 1.89217 0.22235
H -3.03411 2.10011 -1.13170
H -2.87149 3.08870 0.34068
H -5.34748 3.16410 -1.44585
H -3.85304 4.35313 -2.90476
H -2.83559 4.90652 -1.55353
C -1.26720 1.10121 -7.75113
C -2.31151 1.13805 -6.66484
C -3.25524 2.32079 -6.71776
O -3.58281 2.50956 -5.32950
C -2.56450 2.01821 -4.59938
O -2.43143 2.19699 -3.42592
O -1.70949 1.32400 -5.36469
H -0.67867 0.18677 -7.69013
H -1.73856 1.14185 -8.73260
H -0.58125 1.94268 -7.65036
H -2.86765 0.19802 -6.63454
H -4.15674 2.13290 -7.29380
H -2.76945 3.22688 -7.08567
C 3.63572 -7.18988 -1.90143
C 3.73348 -5.79767 -2.47129
C 3.30252 -4.68758 -1.53589
O 2.81575 -3.69018 -2.44694
C 2.40828 -4.32914 -3.57803
O 1.78713 -3.81306 -4.44859
O 2.80852 -5.61474 -3.56263
H 4.03261 -7.92216 -2.60266
H 4.20118 -7.26158 -0.97245
H 2.59521 -7.45061 -1.70697
H 4.73825 -5.60933 -2.85760
H 4.12003 -4.28621 -0.94156
H 2.48448 -4.98968 -0.87638
*
```

Calculated total energy: -3023.5104 hartree

Atomic partial charges in e from the Löwdin method, atoms 1 to 99: atom 1 (C): -0.13, atom 2 (Si): 0.44, atom 3 (C): -0.13, atom 4 (C): -0.15, atom 5 (O): -0.20, atom 6 (C): -0.23, atom 7 (C): -0.09, atom 8 (C): -0.06, atom 9 (C): -0.12, atom 10 (C): -0.11, atom 11 (C): -0.24, atom 12 (N): 0.13, atom 13 (C): -0.20, atom 14 (Si): 0.58, atom 15 (C): -0.16, atom 16 (C): -0.17, atom 17 (C): -0.16, atom 18 (N): 0.03, atom 19 (N): -0.42, atom 20 (I): 1.11, atom 21 (C): -0.24, atom 22 (C): -0.17, atom 23 (C): -0.18, atom 24 (C): -0.18, atom 25 (C): -0.27, atom 26 (N): 0.02, atom 27 (H): 0.05, atom 28 (H): 0.01, atom 29 (H): 0.02, atom 30 (H): 0.04, atom 31 (H): 0.01, atom 32 (H): 0.04, atom 33 (H): 0.04, atom 34 (H): 0.04, atom 35 (H): 0.03, atom 36 (H): 0.10, atom 37 (H): 0.13, atom 38 (H): 0.12, atom 39 (H): 0.10, atom 40 (H): 0.11, atom 41 (H): 0.10, atom 42 (H): 0.11, atom 43 (H): 0.06, atom 44 (H): 0.05, atom 45 (H): 0.02, atom 46 (H): 0.04, atom 47 (H): 0.03, atom 48 (H): 0.04, atom 49 (H): 0.04, atom 50 (H): 0.04, atom 51 (H): 0.03, atom 52 (H): 0.02, atom 53 (H): 0.08, atom 54 (H): 0.09, atom 55 (H): 0.09, atom 56 (H): 0.06, atom 57 (H): 0.10, atom 58 (H): 0.12, atom 59 (H): 0.09, atom 60 (H): 0.09, atom 61 (H): 0.07, atom 62 (H): 0.07, atom 63 (C): -0.03, atom 64 (C): -0.31, atom 65 (C): -0.09, atom 66 (O): 0.07, atom 67 (C): -0.56, atom 68 (O): 0.17, atom 69 (O): 0.08, atom 70 (H): 0.09, atom 71 (H): 0.06, atom 72 (H): 0.08, atom 73 (H): 0.16, atom 74 (H): 0.12, atom 75 (H): 0.14, atom 76 (C): -0.02, atom 77 (C): -0.32, atom 78 (C): -0.08, atom 79 (O): 0.07, atom 80 (C): -0.56, atom 81 (O): 0.13, atom 82 (O): 0.09, atom 83 (H): 0.09, atom 84 (H): 0.09, atom 85 (H): 0.09, atom 86 (H): 0.16, atom 87 (H): 0.14, atom 88 (H): 0.14, atom 89 (C): -0.02, atom 90 (C): -0.32, atom 91 (C): -0.10, atom 92 (O): 0.03, atom 93 (C): -0.56, atom 94 (O): 0.16, atom 95 (O): 0.10, atom 96 (H): 0.09, atom 97 (H): 0.09, atom 98 (H): 0.09, atom 99 (H): 0.16